i:
The following is a quantum chemistry calculation of a cluster of 2 separate species, C3H10N2S in total, from the OMol25 dataset.

## Properties
net charge = 0
SMILES = [H]/N=C/N.CCS
orbital gap = 8.4 eV

Geometry (Å):
H  1.79  -1.21  2.13
N  1.16  -0.55  1.65
C  0.11  -0.33  2.36
N  -1.02  0.11  1.79
H  0.12  -0.51  3.43
H  -0.97  0.26  0.79
H  -1.60  0.83  2.20
C  -0.28  1.03  -1.58
C  -0.02  -0.39  -2.08
S  1.40  -1.20  -1.25
H  0.34  1.31  -0.74
H  -0.17  1.83  -2.31
H  -1.34  1.15  -1.34
H  -0.86  -1.09  -2.08
H  0.28  -0.37  -3.12
H  1.06  -0.85  0.17



ii:
The following is a quantum chemistry calculation of a cluster of 2 separate species, C3H10N2S in total, from the OMol25 dataset.

## Properties
net charge = 0
SMILES = [H]/N=C/N.CSC
orbital gap = 9.2 eV

Geometry (Å):
H  -1.85  3.45  -3.50
N  -1.22  2.97  -4.15
C  -0.76  1.96  -3.52
N  0.50  1.49  -3.60
H  -1.37  1.51  -2.73
H  0.84  0.82  -2.93
H  1.09  1.69  -4.39
C  -0.81  -0.95  2.12
S  0.82  -1.64  1.71
C  1.46  -2.10  3.37
H  -1.32  -1.44  2.95
H  -0.67  0.07  2.47
H  -1.39  -1.15  1.22
H  2.39  -1.57  3.54
H  1.63  -3.18  3.36
H  0.65  -1.94  4.07



Of the structures shown above, i is the most stable.